[1]
Computed, not measured: C5H12OSi as an isolated structure at a distorted geometry, with the ωB97M-V functional and the def2-TZVPD basis.

XYZ file:
```
19
Properties=species:S:1:pos:R:3:forces:R:3:mulliken_charge:R:1
C -2.705475 -0.848840 1.286499 -1.549 -0.055 2.611 -0.56
C -2.166793 -0.995307 0.112664 0.862 0.082 -0.364 -0.27
C 2.208509 0.512485 -1.198808 -3.390 2.219 1.858 -1.57
C 1.636451 -0.542236 0.987088 -0.010 1.024 1.094 -1.21
C 1.236224 0.568426 -0.006284 -2.304 -1.430 0.058 0.08
O -1.839973 1.605175 -0.587722 -0.493 2.531 -0.148 -0.47
Si -1.025637 0.218071 -0.717582 2.721 -0.361 -0.414 0.41
H -3.445915 -1.642200 1.656207 1.111 1.443 -0.265 0.20
H -2.495628 0.018362 1.917796 -0.221 -0.301 0.104 0.24
H -2.567966 -1.898048 -0.249594 0.301 -1.065 -1.682 0.36
H 2.368359 -0.431516 -1.490438 0.208 -3.625 -1.416 0.41
H 1.762729 1.114910 -1.939385 0.082 0.642 -1.415 0.39
H 3.115470 0.864233 -0.886607 2.515 1.345 0.697 0.50
H 1.336708 -1.512567 0.592285 0.314 -0.131 0.182 0.32
H 1.218426 -0.420791 2.047854 0.385 -0.157 -1.565 0.29
H 2.747244 -0.444725 1.070917 -0.642 -0.574 0.132 0.37
H 1.260456 1.534858 0.517150 -0.221 -0.118 -0.434 0.33
H -1.620668 2.503757 -0.935904 -0.044 -1.596 0.489 0.33
H -1.022528 -0.204044 -2.176132 0.374 0.125 0.479 -0.14
```
Forces are in eV/Å.

Values from the calculation:
Max |F|   0.0867 hartree/bohr
HOMO-LUMO gap   9.4083 eV
DFT total energy   -15303.2094 eV
HOMO   -8.694 eV
Energy above the lowest of the compared OMol25 structures with the same formula, charge and spin   202.10 kJ/mol
E_LUMO   0.71 eV
Spin multiplicity   1
Charge   0

---

[2]
Computed, not measured: C10H27BeN2O6 as an isolated structure at a distorted geometry, with the ωB97M-V functional and the def2-TZVPD basis.

XYZ file:
```
46
Properties=species:S:1:pos:R:3:forces:R:3:mulliken_charge:R:1
Be -1.027863 -0.074815 -0.763730 0.174 -0.600 1.116 0.78
O -1.064953 -2.970555 2.415370 -0.197 -1.553 3.171 -0.50
C -0.963373 -2.281545 1.346600 0.300 0.852 -3.798 0.63
O 0.023627 -1.592575 1.153580 5.086 3.451 1.402 -0.71
O -1.713143 -2.359965 0.418610 -5.530 -0.939 -3.045 -0.71
H -0.228693 -2.651655 2.762620 0.470 -0.524 1.459 0.31
C 2.462997 1.115725 -3.368750 1.697 -0.642 -1.185 -1.65
C 1.329517 0.461755 -2.692400 -0.710 0.213 -0.298 0.17
C 1.331957 -1.110645 -2.903380 0.105 2.332 1.943 -0.63
O 0.140127 -1.643955 -2.382390 -1.051 -1.157 -0.554 -0.06
C -0.139693 -3.013195 -2.794500 -0.710 0.626 -0.600 -0.94
N 1.408707 0.880075 -1.321100 -0.990 -0.487 1.454 -0.27
H 2.733927 2.154035 -3.177440 -1.134 0.349 0.056 0.42
H 2.323547 0.957375 -4.438140 0.859 0.050 -0.224 0.39
H 3.343517 0.658745 -2.917140 0.577 -0.581 -0.789 0.36
H 0.436337 0.924295 -3.112390 -0.550 -0.513 0.064 0.26
H 2.047777 -1.459485 -2.159060 1.110 -0.254 -0.748 0.36
H 1.579747 -1.248805 -3.955810 -0.245 -0.725 0.019 0.36
H -0.621823 -2.965715 -3.770910 0.338 0.045 -0.433 0.34
H -0.917503 -3.500785 -2.206830 0.328 0.572 0.800 0.25
H 0.721677 -3.678115 -2.857930 0.311 0.349 0.234 0.36
H 2.258527 0.546605 -0.889000 0.187 -0.635 0.309 0.15
H 1.565467 1.877825 -1.326150 -0.422 0.277 0.050 0.28
C -4.387643 1.853935 2.079170 0.472 -0.429 1.549 -1.62
C -3.118173 1.757685 1.194370 -0.282 -0.618 1.262 0.58
C -1.749763 1.591845 1.994250 -1.017 0.121 -0.247 -1.02
O -0.658553 1.421055 1.105700 -2.093 -0.038 -0.020 -0.10
C 0.518717 2.118645 1.363290 1.400 -0.526 -1.378 -0.50
N -3.315203 0.663275 0.225850 0.844 0.500 -0.253 -0.50
H -5.348653 1.860415 1.564860 0.312 0.582 -0.510 0.37
H -4.329813 2.632485 2.839840 -0.088 0.717 -0.456 0.41
H -4.543233 1.021795 2.765780 0.533 -0.773 -0.229 0.40
H -3.065333 2.741385 0.727860 0.298 -0.295 -0.696 0.22
H -1.733123 0.774775 2.715510 -0.436 -0.435 -0.143 0.28
H -1.614483 2.482545 2.607810 0.028 0.314 -0.144 0.48
H 1.272227 1.335075 1.442980 0.416 0.295 0.665 0.09
H 0.558807 2.855895 2.165130 -0.507 -0.294 0.199 0.37
H 0.757717 2.597665 0.413800 0.123 0.578 0.224 0.09
H -4.064043 0.929465 -0.397430 0.092 0.117 -0.444 0.30
H -3.672013 -0.166785 0.677260 0.279 -0.318 0.390 0.25
C 3.881197 -1.322415 2.429340 -0.197 -0.172 0.652 -0.68
O 3.125727 -0.675695 1.453400 0.038 0.699 -0.938 -0.41
H 4.908117 -0.957005 2.428130 -0.050 -0.059 -0.260 0.23
H 3.457677 -1.088535 3.406090 0.120 -0.171 0.361 0.28
H 3.847437 -2.401495 2.279220 0.299 -0.153 0.109 0.27
H 2.241977 -1.050615 1.458050 -0.585 -0.149 -0.095 0.27
```
Forces are in eV/Å.

Values from the calculation:
Expectation value of S²   0.751
Max |F|   0.1241 hartree/bohr
HOMO-LUMO gap (spin up / spin down)   6.2358 / 7.9209 eV
DFT total energy   -26469.5319 eV
HOMO (spin up / spin down)   -5.612 / -7.865 eV
E_LUMO (spin up / spin down)   0.62 / 0.06 eV
Spin multiplicity   2
Charge   0

---

[3]
Computed, not measured: C3H7OPS2 in the gas phase at a distorted geometry, with the ωB97M-V functional and the def2-TZVPD basis.

XYZ file:
```
14
Properties=species:S:1:pos:R:3:forces:R:3:mulliken_charge:R:1
C -1.461965 -2.001411 -2.513211 1.564 -0.135 3.548 -0.25
C -0.253970 -0.909965 -0.411802 1.529 0.636 0.356 -0.78
C 1.214330 2.352131 1.412627 0.493 -1.519 2.406 -0.54
O 0.236196 1.734056 0.603860 0.485 0.548 -1.560 -0.16
P -0.629996 0.465616 1.072592 -0.254 -1.691 0.498 0.09
S 0.463058 -0.636559 2.366915 -0.475 0.311 -0.168 -0.52
S -0.760791 -0.569009 -2.153037 0.009 -1.704 1.202 0.20
H -1.350951 -2.714142 -1.595539 -0.564 0.858 -2.344 0.22
H -1.859712 -2.274479 -3.438095 -0.911 -0.174 -1.218 0.33
H 0.901252 -1.042717 -0.419260 -2.061 0.376 -0.021 0.37
H -0.770959 -1.763210 0.119919 0.455 0.609 -1.277 0.35
H 1.780996 1.435397 1.997697 -1.130 2.641 -1.236 0.25
H 0.570987 2.950655 2.133077 1.530 -0.289 -0.452 0.24
H 1.921524 2.973637 0.824258 -0.671 -0.466 0.266 0.20
```
Forces are in eV/Å.

Values from the calculation:
Max |F|   0.0754 hartree/bohr
HOMO-LUMO gap (spin up / spin down)   4.1309 / 4.7010 eV
DFT total energy   -36227.5400 eV
HOMO (spin up / spin down)   -6.803 / -6.989 eV
Energy above the lowest of the compared OMol25 structures with the same formula, charge and spin   475.00 kJ/mol
E_LUMO (spin up / spin down)   -2.67 / -2.29 eV
Spin multiplicity   1
Charge   0